{"formula": "C14H16O", "method": "ωB97M-V with the def2-TZVPD basis set", "smiles": "Cc1ccc(O)cc1.Cc1ccccc1", "de_lowest_ev": 1.034, "gap_ev": 9.278, "multiplicity": 1, "e_homo_ev": -8.4, "elements": ["H", "O", "C", "H", "H", "C", "H", "C", "H", "C", "C", "C", "H", "C", "C", "C", "H", "H", "H", "C", "C", "H", "C", "H", "H", "C", "H", "H", "C", "H", "H"], "coordinates": [[-0.02013, -0.77441, 5.43244], [-1.17805, 2.50436, -3.88223], [-0.12530, 0.05060, 3.49263], [0.00960, 0.90872, 0.28986], [-0.48799, 2.25274, 1.27510], [-0.97628, 1.27886, -3.27039], [2.27272, -1.89695, 4.88715], [-0.33224, -2.22741, -1.01892], [-0.72097, -3.14680, -1.47164], [0.52730, -0.66217, 4.50660], [2.39752, -0.88240, 3.01342], [-2.06487, 0.68670, -2.65838], [-1.27905, 0.61483, 1.27180], [-0.60193, -1.04200, -1.90726], [-0.33896, 1.18005, 1.29969], [0.47699, -0.46068, -2.56163], [-1.15386, 0.28257, 3.72469], [-0.32818, 2.90790, -3.99883], [-2.65846, -0.76711, -1.20406], [-1.86531, -0.45147, -1.86452], [0.49856, 0.41245, 2.30271], [-3.00733, 1.18813, -2.82353], [1.78330, -0.07276, 2.06683], [1.43245, -0.95111, -2.68539], [2.34888, 0.26883, 1.20845], [1.77612, -1.19993, 4.23442], [3.22692, -1.54197, 2.79727], [1.10071, 1.15165, -3.85427], [0.32166, 0.77238, -3.20586], [0.68182, -2.46676, -0.70284], [-0.81828, -2.04697, -0.04941]], "forces_ev_per_angstrom": [[0.22, -0.41, 0.12], [-0.88, -0.69, 0.09], [0.46, -0.30, 1.04], [0.34, 0.37, 0.12], [0.13, 0.10, 0.78], [0.76, 1.18, -0.11], [0.03, 0.01, 0.32], [-0.64, -0.68, 0.64], [-0.16, 0.06, 0.26], [-0.17, 0.26, -0.80], [-0.77, -1.33, 0.66], [0.25, -0.20, 0.22], [-0.36, 0.75, 0.29], [0.88, -0.47, 1.50], [0.12, -1.98, -1.69], [-0.41, 1.02, -1.02], [-0.16, 0.49, -0.38], [0.61, 0.36, -0.22], [-0.02, -0.49, -0.12], [0.56, 1.15, -1.21], [-0.50, 0.51, 0.39], [-0.21, -0.09, 0.41], [0.28, 0.59, 0.38], [0.01, -0.21, 0.50], [-0.19, -0.30, -0.28], [-0.03, 0.53, -0.67], [0.60, 0.69, -0.33], [0.12, 0.33, 0.27], [-0.94, -1.46, -0.21], [0.37, 0.50, -0.61], [-0.28, -0.30, -0.27]]}

{"formula": "C14H16O2", "method": "ωB97M-V with the def2-TZVPD basis set", "smiles": "Cc1ccc(O)cc1.Cc1ccc(O)cc1", "de_lowest_ev": 1.790, "gap_ev": 8.934, "multiplicity": 1, "e_homo_ev": -8.3, "elements": ["H", "O", "C", "H", "C", "C", "C", "C", "H", "H", "O", "H", "C", "C", "C", "C", "H", "H", "H", "C", "H", "H", "H", "H", "H", "C", "H", "C", "C", "H", "H", "C"], "coordinates": [[-3.09201, 2.86273, -2.48004], [3.11138, -0.51360, 0.27884], [-0.68558, 3.04134, 1.38598], [-1.47251, 1.27865, -1.46146], [0.77070, -3.71472, -1.07900], [0.74165, -2.48399, -1.69663], [-0.08579, -4.85777, -1.40811], [-1.37576, 2.05587, -0.73945], [0.96639, 2.27024, 2.52084], [1.15727, 3.89918, 1.80714], [-3.44988, 3.03988, -1.62138], [-0.82136, -4.95867, -2.20810], [-0.39675, 2.29923, 0.21650], [-2.51631, 2.86372, -0.59035], [-1.96439, 3.56392, 1.55463], [-2.93033, 3.53396, 0.54327], [0.56489, 1.79421, 0.19291], [-0.49988, -5.24526, -0.45712], [-2.19356, 3.92302, 2.54795], [1.56414, -3.72611, 0.08134], [0.54889, -5.74925, -1.64193], [0.38522, 3.64953, 3.31075], [2.95559, -2.75582, 1.43112], [0.14995, -2.35115, -2.59049], [3.05900, -0.29558, 1.20005], [0.45628, 3.21321, 2.30502], [1.25533, -0.37338, -1.75875], [2.43988, -2.76249, 0.48487], [1.43891, -1.32554, -1.27832], [-3.91007, 3.97561, 0.68483], [1.52765, -4.62776, 0.69388], [2.30105, -1.52320, -0.22877]], "forces_ev_per_angstrom": [[0.54, -0.34, -0.56], [0.13, 0.88, -1.98], [-0.60, -0.32, -1.22], [0.82, -0.24, -0.75], [0.42, 2.35, 0.46], [-0.23, 0.74, -1.07], [0.48, -3.38, 0.64], [-0.90, 1.83, 1.34], [0.09, -0.02, -0.42], [0.18, -0.37, 0.09], [-0.08, -0.47, 0.85], [-0.05, 1.22, 0.16], [-0.39, -0.75, 0.56], [-2.05, 0.35, -1.62], [0.10, -0.23, 0.55], [1.91, -0.42, 1.08], [-0.08, -0.05, -0.20], [-0.45, 0.42, -0.45], [-0.16, 0.45, -0.02], [0.30, -2.33, 0.63], [0.06, 0.61, -0.04], [-1.03, 0.07, -0.32], [0.31, -0.30, -0.11], [-0.34, -0.12, -0.09], [-0.48, -0.47, 0.66], [1.51, 0.53, 1.03], [0.31, -0.04, 0.09], [-1.94, 1.99, -1.65], [0.13, -1.45, 0.33], [0.18, -0.06, -0.40], [-0.04, -0.05, -0.09], [1.36, -0.02, 2.52]]}

{"formula": "C14H16O2", "method": "ωB97M-V with the def2-TZVPD basis set", "smiles": "Cc1ccc(O)cc1.Cc1ccc(O)cc1", "de_lowest_ev": 1.796, "gap_ev": 9.062, "multiplicity": 1, "e_homo_ev": -8.2, "elements": ["H", "H", "H", "C", "O", "H", "H", "C", "C", "H", "H", "H", "H", "H", "C", "C", "H", "H", "C", "C", "H", "C", "C", "C", "C", "O", "H", "C", "C", "C", "H", "H"], "coordinates": [[5.37444, 0.26526, -0.25799], [-1.44643, -0.48538, 2.14532], [-4.46336, -1.97780, 1.99107], [4.27369, -1.84181, -1.88946], [-3.53781, -1.75468, 2.10449], [-5.44826, -0.34453, 2.83568], [-5.50768, 2.21787, 2.49103], [-2.14667, 1.54652, 2.72776], [-3.44695, -0.40659, 2.29044], [-1.28837, 2.01389, 3.18537], [2.14185, 0.68893, -3.76683], [3.27435, -3.32689, -3.19276], [3.23588, 1.37161, -1.71841], [-4.20253, 4.22238, 2.98772], [2.61467, -0.07246, -3.18555], [3.30302, 0.34023, -2.01545], [-3.03442, 4.25951, 1.72363], [4.65590, -2.62520, -1.25119], [-3.20072, 3.89029, 2.72985], [-2.23031, 0.21700, 2.35583], [2.58849, -2.48799, -5.56271], [1.99883, -1.91578, -4.82886], [-4.53590, 1.70641, 2.63988], [3.50682, -2.28647, -2.93209], [-3.30657, 2.36711, 2.63125], [4.62323, -0.32160, -0.09132], [-2.56028, 4.21531, 3.53239], [-4.62186, 0.34056, 2.60689], [4.10118, -0.56816, -1.36556], [2.75110, -1.36282, -3.66714], [1.55828, -1.09830, -5.46181], [1.08879, -2.48426, -4.64961]], "forces_ev_per_angstrom": [[-0.06, -0.03, 0.52], [0.99, 0.28, 0.39], [-0.13, -0.12, -0.05], [-1.00, -1.44, 1.22], [0.52, 0.04, -0.18], [-0.47, 1.07, -0.35], [0.77, 0.20, 0.73], [-1.33, 1.12, -0.36], [-2.22, 1.17, 1.02], [0.64, -0.10, -0.73], [-0.64, 0.22, -0.23], [1.01, 0.21, 0.27], [-0.14, 0.13, 0.40], [-0.14, 0.32, 0.10], [1.62, 0.19, 0.39], [-0.39, -0.28, -1.31], [0.69, 0.49, 0.14], [0.71, 0.23, 0.16], [-1.63, -1.47, -0.27], [0.32, -0.81, 0.06], [0.12, 0.05, 0.60], [-1.08, 1.35, -2.34], [-1.26, 0.74, -0.94], [-0.87, 0.61, -0.98], [0.91, -0.59, 1.21], [0.50, 0.48, -0.94], [0.66, 0.23, -0.20], [1.69, -2.59, -0.60], [0.00, -0.27, 0.46], [-0.51, -0.77, 0.48], [0.57, -0.30, 0.53], [0.16, -0.38, 0.76]]}